{"formula": "C6H8N2", "method": "ωB97M-V/def2-TZVPD", "elements": ["C", "C", "C", "C", "C", "C", "N", "N", "H", "H", "H", "H", "H", "H", "H", "H"], "coordinates": [[-0.48, -1.94, -0.36], [0.78, -1.54, -0.15], [0.03, 0.56, 0.89], [1.33, -0.36, 0.49], [2.27, 0.49, -0.36], [-2.20, 1.06, 0.16], [-1.38, -0.94, -0.33], [-1.06, 0.16, 0.25], [-0.95, -2.89, -0.48], [1.77, -0.58, 1.44], [1.99, 1.55, -0.11], [2.09, 0.35, -1.52], [3.41, 0.24, -0.26], [-2.14, 1.96, 0.63], [-2.45, 1.31, -0.86], [-3.02, 0.58, 0.57]], "lowdin_charge": [-0.1633, 0.1030, 0.1035, -0.3974, -0.1053, -0.0316, 0.0515, -0.2584, 0.0971, 0.1158, 0.0666, 0.1077, 0.0979, 0.0495, 0.0994, 0.0640], "e_homo_ev": [-7.86, -8.05], "de_lowest_kcal_mol": 169.5, "fmax_ev_per_a": 3.41, "energy_ev": -9324.357}



{"formula": "C6H8N2", "method": "ωB97M-V/def2-TZVPD", "elements": ["C", "C", "C", "C", "C", "C", "H", "H", "H", "H", "H", "H", "H", "H", "N", "N"], "coordinates": [[-2.75, -0.01, -0.51], [-1.31, 0.43, -0.42], [-0.30, -0.34, -1.03], [0.93, -0.66, -1.03], [1.82, -0.32, 0.15], [0.16, 1.04, 1.28], [-3.11, -0.90, -1.19], [-3.47, 0.24, 0.19], [-0.71, -0.88, -1.99], [1.53, -1.15, -1.89], [2.12, -1.35, 0.74], [2.92, 0.00, -0.24], [1.70, 0.24, 2.15], [0.19, 1.68, 2.11], [1.35, 0.81, 0.91], [-1.05, 1.16, 0.76]], "lowdin_charge": [0.1072, -0.3067, -0.1590, -0.1399, -0.2715, -0.3585, 0.0861, 0.0012, 0.1405, 0.1353, 0.1518, 0.1426, 0.2896, 0.0962, 0.0139, 0.0713], "e_homo_ev": -7.89, "de_lowest_kcal_mol": 154.5, "fmax_ev_per_a": 10.25, "energy_ev": -9325.009}



{"formula": "C6H8N2", "method": "ωB97M-V/def2-TZVPD", "elements": ["C", "C", "C", "C", "C", "C", "H", "H", "H", "H", "H", "H", "H", "H", "N", "N"], "coordinates": [[0.85, 0.87, 0.02], [1.60, -0.28, -0.47], [0.77, -1.37, -0.52], [-1.61, -1.38, 0.47], [-1.97, 0.33, 0.57], [-0.45, 0.38, 0.04], [2.02, 2.28, -0.71], [0.69, 2.78, -0.13], [2.73, -0.08, -0.43], [0.85, -2.42, -0.66], [-2.27, -2.07, -0.18], [-1.11, -1.78, 1.39], [-2.30, 0.77, 1.57], [-2.84, 0.34, -0.28], [1.43, 2.12, 0.07], [-0.42, -0.86, -0.25]], "lowdin_charge": [-0.2936, -0.0344, -0.1020, -0.0333, 0.0075, -0.2375, 0.0646, 0.0840, 0.1238, 0.1038, 0.1228, 0.1157, 0.0900, 0.1259, 0.0617, -0.1989], "e_homo_ev": -7.39, "de_lowest_kcal_mol": 81.5, "fmax_ev_per_a": 5.91, "energy_ev": -9328.173, "smiles": "Nc1ccn2c1CC2"}